# 1
A 2-piece molecular cluster, C3H4BrOS overall at a distorted geometry. Source: the Open Molecules 2025 dataset; level of theory: wB97M-V/def2-TZVPD.

## Properties
* lowest unoccupied orbital energy: 2.97 eV
* frontier orbital gap: 4.19 eV
* electronic energy: -86099.7259 eV
* charge: -1
* HOMO level: -0.045 Ha

```
10
C3H4BrOS | the Open Molecules 2025 dataset | wB97M-V/def2-TZVPD
C -1.33230 1.65031 1.42316
C 0.50060 -0.54796 -1.19321
C 0.79705 -0.59403 0.20739
O -0.80115 1.76700 2.48103
S -1.73617 1.78208 -0.08060
Br 1.63868 -2.20500 1.06334
H -0.00385 -1.43306 -1.60279
H -0.26753 0.20119 -1.24668
H 1.33265 -0.19015 -1.88916
H -0.12798 -0.43038 0.83751
```

# 2
C14H15N8OS2Sn as an isolated structure. Source: the Open Molecules 2025 dataset; level of theory: wB97M-V/def2-TZVPD.

## Properties
* lowest unoccupied orbital energy (spin up / spin down): -12.18 / -12.01 eV
* frontier orbital gap (spin up / spin down): 6.16 / 5.84 eV
* electronic energy: -56203.9343 eV
* charge: +3
* HOMO level (spin up / spin down): -0.674 / -0.656 Ha

```
41
C14H15N8OS2Sn | the Open Molecules 2025 dataset | wB97M-V/def2-TZVPD
Sn -0.51230 -0.12334 1.17797
C -3.40367 3.12633 1.24235
C -3.79310 1.98415 0.38358
N -3.09489 0.91062 0.15676
C -3.79358 0.01872 -0.62927
C -5.06057 0.48083 -1.03107
S -5.36803 1.99355 -0.41002
C -3.27960 -1.26206 -0.92672
C -3.91976 -2.20174 -1.74419
S -3.02163 -3.60603 -1.85486
C -1.80868 -2.91457 -0.80001
N -2.06940 -1.69980 -0.41109
C -0.60980 -3.70866 -0.43114
H -2.41955 2.96111 1.66870
H -4.12424 3.24864 2.05425
H -3.40408 4.05564 0.66814
H -5.79208 -0.04025 -1.63096
H -4.86861 -2.10240 -2.24992
H -0.85140 -4.76765 -0.34827
H -0.20963 -3.36730 0.52180
H 0.15235 -3.59615 -1.20574
C 5.67399 -0.88473 0.14837
N 4.22679 -0.74474 0.31160
C 3.27142 -0.81594 -0.78206
C 1.98991 -0.61992 -0.02353
O 0.81651 -0.60464 -0.51159
N 2.20905 -0.44919 1.26790
C 3.57585 -0.51569 1.44297
N 4.13399 -0.36396 2.62498
H 5.86623 -1.47629 -0.74283
H 6.09175 -1.42572 0.99590
H 6.15378 0.08797 0.04647
H 3.30636 -1.77675 -1.29972
H 3.41840 -0.01923 -1.51615
H 3.55773 -0.21935 3.43813
H 5.13386 -0.37863 2.75172
N 0.19332 2.08404 0.43767
C 0.43230 3.17441 0.13041
N 0.78189 4.41107 -0.08073
C 0.39169 5.18245 -1.01317
N 0.02743 5.96518 -1.82663
```

# 3
A 2-piece molecular cluster, C8H11NS overall at a distorted geometry. Source: the Open Molecules 2025 dataset; level of theory: wB97M-V/def2-TZVPD.

## Properties
* lowest unoccupied orbital energy (spin up / spin down): -0.90 / -1.13 eV
* frontier orbital gap (spin up / spin down): 6.34 / 6.13 eV
* electronic energy: -20790.8401 eV
* charge: 0
* HOMO level (spin up / spin down): -0.266 / -0.267 Ha

```
21
C8H11NS | the Open Molecules 2025 dataset | wB97M-V/def2-TZVPD
C -1.26277 -1.82125 -0.11086
C -1.46144 0.56608 0.03585
C -2.54502 -1.87060 -0.57261
C -2.82928 0.35113 -0.25417
C -0.67076 -0.57479 0.17803
C 1.09665 0.72698 1.79098
C 1.73120 0.32064 -0.81573
C 2.54027 1.55534 -0.76456
N -3.38545 -0.84691 -0.52944
S 1.20300 -0.49987 0.57396
H -0.51649 -2.61437 0.01175
H -1.07651 1.49757 0.20025
H -2.99052 -2.86826 -0.64498
H -3.50543 1.28200 -0.34817
H 1.82885 1.43758 1.97165
H 0.76689 0.50568 2.75331
H 1.78992 -0.26101 -1.68354
H 2.42664 2.32546 -1.61843
H 3.58217 1.49452 -0.74146
H 2.30283 2.09263 0.19424
H 0.97528 -2.79856 0.37391
```

# 4
The molecule C4H6N2O at a distorted geometry. Source: the Open Molecules 2025 dataset; level of theory: wB97M-V/def2-TZVPD.

## Properties
* lowest unoccupied orbital energy: 0.68 eV
* frontier orbital gap: 9.43 eV
* electronic energy: -9272.0382 eV
* charge: 0
* HOMO level: -0.322 Ha

```
13
C4H6N2O | the Open Molecules 2025 dataset | wB97M-V/def2-TZVPD
C 2.16092 -0.26059 0.13603
C 0.69948 -0.10511 -0.15987
N 0.13037 -0.55419 -1.23567
C -1.23153 -0.29474 -1.08988
C -1.46304 0.23750 0.12217
O -2.59289 0.63126 0.76461
N -0.22048 0.44682 0.75845
H 2.71979 -0.19737 -0.80048
H 2.36955 -1.24591 0.57469
H 2.52922 0.49322 0.83693
H -1.94580 -0.48937 -1.87261
H -2.88610 -0.12869 1.28724
H -0.26948 1.46717 0.67841
```

# 5
A 10-piece molecular cluster, C20H63N3O14 overall at a distorted geometry. Source: the Open Molecules 2025 dataset; level of theory: wB97M-V/def2-TZVPD.

## Properties
* lowest unoccupied orbital energy: 0.24 eV
* frontier orbital gap: 8.97 eV
* electronic energy: -54888.5460 eV
* charge: 0
* HOMO level: -0.321 Ha

```
100
C20H63N3O14 | the Open Molecules 2025 dataset | wB97M-V/def2-TZVPD
C -13.63385 -10.03222 -2.30761
O -14.27940 -10.86500 -3.34421
C -14.91284 -12.01595 -2.77492
C -15.55926 -12.86973 -3.83061
C -16.33746 -14.05904 -3.44901
N -14.59202 -13.27028 -4.83033
H -13.10256 -10.66338 -1.59525
H -14.37726 -9.45848 -1.75419
H -12.85396 -9.42619 -2.76871
H -14.15691 -12.58872 -2.23766
H -15.62600 -11.75984 -1.99140
H -16.31874 -12.26694 -4.32855
H -17.09890 -14.33466 -4.17863
H -16.99697 -13.95867 -2.58699
H -15.73387 -14.96660 -3.43840
H -14.04408 -12.45148 -5.05258
H -13.76950 -13.70905 -4.44170
C -18.98538 -2.77721 -10.30778
O -18.05516 -3.79893 -10.10736
C -17.49615 -3.72311 -8.74103
C -16.62926 -5.04818 -8.56671
C -17.61279 -6.30479 -8.69319
N -15.84026 -5.00044 -7.37041
H -19.68019 -2.66631 -9.47530
H -19.72335 -2.93961 -11.09336
H -18.50802 -1.82834 -10.55248
H -17.03075 -2.77194 -8.48262
H -18.27738 -3.80384 -7.98521
H -15.96618 -4.91534 -9.42157
H -18.39285 -6.23350 -9.45117
H -18.04765 -6.38988 -7.69732
H -16.95478 -7.13595 -8.94679
H -16.23136 -5.52372 -6.60013
H -14.91238 -5.31297 -7.61832
C -24.34398 4.49517 -20.53736
O -22.86450 4.54636 -20.42244
C -22.43897 4.30485 -19.01599
C -22.43921 2.83432 -18.48017
C -21.88641 2.60706 -16.92804
N -21.57428 2.12798 -19.37937
H -24.61456 4.77555 -21.55533
H -24.79157 5.08878 -19.74025
H -24.70640 3.49317 -20.30765
H -21.37422 4.53061 -19.07470
H -23.03333 4.99338 -18.41535
H -23.46708 2.47313 -18.44665
H -21.65021 1.57388 -16.67339
H -22.60686 2.92652 -16.17505
H -21.11919 3.34257 -16.68615
H -20.56502 2.13782 -19.34212
H -21.84919 2.47919 -20.28556
O -19.92721 -4.31196 0.28513
C -19.78843 -5.09807 -0.92212
C -21.05668 -5.04488 -1.77086
O -21.29101 -3.67801 -2.01156
H -20.40644 -4.84631 0.92263
H -19.11850 -4.53451 -1.57150
H -19.30383 -6.05795 -0.74352
H -21.95895 -5.36726 -1.25117
H -20.94253 -5.74489 -2.59855
H -21.39379 -3.23310 -1.16711
O -16.33316 -1.73189 -17.09876
C -16.66150 -2.87542 -16.31108
C -15.38141 -2.88273 -15.41707
O -15.55182 -2.14345 -14.19397
H -16.31008 -0.95184 -16.53966
H -17.49630 -2.63197 -15.65386
H -16.86561 -3.73633 -16.94769
H -14.41631 -2.64408 -15.86397
H -15.24266 -3.94062 -15.19409
H -16.33805 -2.50656 -13.77973
O -23.30594 -8.31948 -14.77331
C -23.19547 -7.92393 -13.39021
C -23.65248 -6.42472 -13.25675
O -25.00770 -6.42795 -13.44702
H -22.54678 -8.85876 -15.00666
H -23.80520 -8.50450 -12.69792
H -22.15580 -7.94133 -13.06329
H -23.16198 -5.91860 -14.08823
H -23.47977 -5.94773 -12.29199
H -25.10324 -6.89907 -14.27799
O -8.39942 -3.63987 -11.75298
C -8.59883 -3.01616 -10.54417
C -9.90676 -2.17867 -10.60008
O -9.95680 -1.31162 -11.67710
H -7.44455 -3.62636 -11.85124
H -8.58015 -3.85165 -9.84438
H -7.84431 -2.31806 -10.18159
H -10.13922 -1.76905 -9.61708
H -10.72872 -2.83980 -10.87464
H -10.24067 -1.85832 -12.41340
O -17.08219 4.15015 -8.52215
H -16.77901 4.40292 -7.65013
H -16.53887 3.39771 -8.75639
O -13.62788 1.66849 -10.52020
H -12.68054 1.77716 -10.60368
H -13.84215 0.95803 -11.12482
O -11.26613 -10.29839 -6.94294
H -10.59636 -9.80572 -7.41720
H -11.26959 -9.91546 -6.06568
```

# 6
C39H49InN4O4STe as an isolated structure at a distorted geometry. Source: the Open Molecules 2025 dataset; level of theory: wB97M-V/def2-TZVPD.

## Properties
* lowest unoccupied orbital energy (spin up / spin down): -2.75 / -4.75 eV
* frontier orbital gap (spin up / spin down): 7.23 / 5.23 eV
* 2S+1: 2
* electronic energy: -78684.2189 eV
* charge: +1
* HOMO level (spin up / spin down): -0.367 / -0.366 Ha

```
99
C39H49InN4O4STe | the Open Molecules 2025 dataset | wB97M-V/def2-TZVPD
In -0.57108 -0.60373 0.31651
O -3.00598 -5.11683 -2.58309
C -2.45818 -4.42993 -3.59359
C -2.71978 -4.88603 -4.88779
C -2.21508 -4.22963 -5.98659
C -1.42158 -3.09623 -5.82609
C -1.14498 -2.63883 -4.55859
C -1.64228 -3.29273 -3.42089
C -1.25858 -2.74343 -2.11579
O -0.57608 -1.70543 -2.02009
N -1.64048 -3.47163 -1.03909
N -1.36738 -3.03573 0.14391
C -1.18268 -3.76753 1.17281
C -0.88648 -3.20793 2.47081
C -0.47258 -4.05333 3.50491
C -0.15048 -3.50843 4.73161
C -0.22888 -2.13153 4.89001
C -0.62138 -1.36633 3.80201
N -0.96478 -1.88763 2.64001
H -2.74448 -4.71053 -1.73339
H -3.33218 -5.76453 -4.99649
H -2.43268 -4.60203 -6.97589
H -1.02208 -2.58653 -6.69049
H -0.52478 -1.76733 -4.39949
H -1.16328 -4.85383 1.08431
H -0.40088 -5.11543 3.32921
H 0.14652 -4.15073 5.54531
H 0.00482 -1.66753 5.83391
H -0.66458 -0.28573 3.85761
C -4.32878 -0.59363 -0.39569
C -3.81798 0.80047 -0.21759
O -4.50788 1.81257 -0.47309
N -2.58498 0.97847 0.21871
Te -2.49138 2.95057 0.48491
C -1.56168 3.78937 -1.24569
C -1.07648 5.08777 -1.07319
C -1.29058 5.85397 0.19511
C -0.40348 5.69907 -2.12349
C -0.22108 5.05607 -3.33879
C 0.55272 5.68417 -4.45389
C -0.77628 3.79347 -3.50469
C -1.45658 3.15047 -2.48239
C -2.06518 1.81147 -2.73609
C -0.80008 2.65297 1.79161
C 0.55372 2.59507 1.45921
C 1.03632 2.67387 0.04131
C 1.49232 2.47887 2.48331
C 1.12812 2.43747 3.81981
C 2.15242 2.43397 4.91031
C -0.22748 2.43427 4.12991
C -1.18818 2.53867 3.13441
C -2.64608 2.54187 3.49941
H -5.41448 -0.58683 -0.39749
H -3.94908 -1.23433 0.39751
H -3.96978 -0.97253 -1.35089
H -1.48428 5.19617 1.04451
H -2.14698 6.51727 0.07531
H -0.42518 6.46907 0.42871
H -0.02308 6.70067 -1.98479
H 0.79632 6.71857 -4.22729
H -0.01348 5.64817 -5.38329
H 1.48172 5.13377 -4.60769
H -0.69208 3.29267 -4.45829
H -2.05688 1.59647 -3.80069
H -3.09878 1.79947 -2.39669
H -1.51738 1.01877 -2.21799
H 0.34152 2.17217 -0.63469
H 2.01942 2.21047 -0.05049
H 1.13582 3.71207 -0.27299
H 2.54292 2.45347 2.22731
H 3.14392 2.24357 4.51181
H 1.92172 1.68857 5.66851
H 2.16752 3.41017 5.39561
H -0.53818 2.36687 5.16451
H -2.78998 2.21737 4.52811
H -3.20658 1.85697 2.85421
H -3.07078 3.54657 3.40371
C 2.88662 -2.20083 -2.95769
C 3.97542 -1.93663 -1.92259
C 3.40702 -1.35503 -0.63819
S 2.50122 -2.71513 0.22141
O 1.42042 -2.05123 1.00691
C 3.75872 -3.13703 1.50701
C 3.85262 -2.08533 2.59611
C 4.61872 -2.60663 3.80471
H 3.29742 -2.75123 -3.79889
H 2.46942 -1.26933 -3.33359
H 2.07572 -2.78613 -2.52949
H 4.71242 -1.24613 -2.33589
H 4.49152 -2.87293 -1.69219
H 2.66362 -0.58313 -0.84669
H 4.18012 -0.95793 0.01651
H 4.70622 -3.31763 1.00481
H 3.40152 -4.07743 1.92711
H 2.83732 -1.80793 2.88991
H 4.34712 -1.18873 2.21831
H 4.12822 -3.47813 4.22781
H 4.67752 -1.84563 4.57641
H 5.62842 -2.88973 3.52251
```